1.
The following is a quantum chemistry calculation of C18H14ClCoIN5O9Se as an isolated structure, from OMol25.

As for the multiplicity: 5. For the total energy, the calculation gives -168361.6086 eV. Its charge is 0. As for the lowest unoccupied orbital energy (alpha / beta): -0.3263 / -3.9545 eV. The molecular weight is 744.59 g/mol. Its energy above the lowest of the compared OMol25 structures with the same formula, charge and spin is 19.1 kcal/mol. As for the highest occupied orbital energy (alpha / beta): -0.3297 / -0.3364 Ha.

Last column: Mulliken spin population.
Positions of all 50 atoms, in Å:
Co -0.25383 0.99567 -1.39222  2.789
H 2.28893 2.16551 -2.51324  0.001
C 1.08225 -4.86772 1.91225  0.004
H 2.18099 -0.86211 0.14232  0.000
H -3.33498 -3.24480 -0.62786  0.001
C 3.96731 1.35408 -1.46025  0.000
C -1.18295 -4.09294 1.49379  0.002
O -0.87117 -0.32899 2.47667  0.014
C -0.68660 -3.46756 0.36155  -0.007
O -2.49475 0.81666 -1.10394  0.042
N -1.31767 -2.69655 -0.61241  -0.001
C -0.60935 1.79660 1.41789  0.006
H -1.02680 2.23835 3.47592  0.001
I 5.52787 -0.34578 0.61619  0.001
O -1.69514 1.61714 -3.12972  0.036
H -2.22576 -4.01908 1.77456  0.000
N 0.78391 -2.77281 -1.13418  0.018
H -0.83655 5.73379 3.05910  0.000
C 3.95332 0.34020 -0.52656  0.004
C -0.17296 3.57505 -0.00021  0.010
C 0.65585 -3.53177 0.02471  0.012
N 2.71871 1.44688 -1.93441  -0.008
C -0.80846 2.62865 2.49030  0.006
N 1.89175 0.55878 -1.37352  0.045
C -2.73331 -2.33950 -0.58131  0.002
O -4.02413 1.19031 -2.89205  0.005
Se -0.65468 -1.09803 -2.92210  0.910
C -0.70375 4.00199 2.27222  -0.004
C -0.61378 0.27394 1.44334  -0.003
C -0.27489 -4.79704 2.25923  0.001
O -0.92096 4.81637 3.33148  0.000
H -0.61483 -5.29779 3.15538  0.000
H 1.63425 -2.57481 -1.63478  -0.002
Cl -2.86346 1.70042 -2.23734  -0.008
H -2.93908 -1.79041 0.33562  -0.001
O 0.60066 5.04802 -1.70049  0.005
H 1.76017 -5.42630 2.54459  0.000
O 0.50857 2.82546 -2.11577  0.062
C 1.57556 -4.23320 0.78929  -0.001
C 2.62796 -0.11054 -0.49148  -0.003
C -0.35970 4.49057 1.01179  0.009
H 4.76011 2.01071 -1.78313  0.000
O -0.30619 -0.24479 0.29893  0.021
H -2.97169 -1.69108 -1.41644  0.001
O -3.03598 3.03298 -1.76968  0.002
C -0.40849 -2.27437 -1.47947  -0.022
H 2.62602 -4.26920 0.52730  0.000
C 0.33939 3.89335 -1.40280  -0.005
H -0.22106 5.54558 0.80545  0.001
N -0.32062 2.28011 0.21550  0.055

---

2.
The following is a quantum chemistry calculation of a 2-piece molecular cluster, C9H14 overall in a non-equilibrium geometry, from OMol25.

As for the multiplicity: 1. For the total energy, the calculation gives -9559.3394 eV. Its charge is 0. As for the structure (SMILES): Cc1ccccc1.CC. As for the lowest unoccupied orbital energy: 0.9736 eV. The molecular weight is 122.21 g/mol. Its energy above the lowest of the compared OMol25 structures with the same formula, charge and spin is 19.4 kcal/mol. As for the highest occupied orbital energy: -0.3320 Ha.

Last column: Löwdin charge in e.
Positions of all 23 atoms, in Å:
H -1.92593 0.48854 -0.25556  0.076
H -0.25416 2.76814 4.18129  0.087
C -1.15831 -0.17513 -0.50640  -0.108
C -0.27544 -2.40917 -0.65540  -0.090
H -2.39013 2.65670 2.99569  0.064
C 1.08053 -0.58956 -1.45811  -0.299
C -1.28910 -1.51644 -0.30539  -0.115
H 0.66238 1.99903 2.84017  0.068
H -0.02364 3.69414 2.65637  0.063
H -0.56288 -3.44898 -0.42739  0.110
C 0.89727 -1.91534 -1.18107  -0.078
C -0.20217 2.67207 3.03399  -0.195
H 3.26552 -0.55156 -1.52684  0.077
H -1.62942 1.07127 2.94908  0.079
H -1.73827 2.16693 1.50452  0.047
H 2.57320 0.29541 -2.92505  0.099
C -1.51802 2.12503 2.58076  -0.209
C 0.03394 0.26582 -1.05777  -0.048
H 1.79104 -2.59339 -1.34483  0.132
H 2.60637 1.02378 -1.39422  0.078
H -2.27253 -1.86046 0.12351  0.120
H 0.23470 1.37333 -1.09539  0.125
C 2.37526 0.02890 -1.83084  -0.082

---

3.
The following is a quantum chemistry calculation of a 2-piece molecular cluster, C2H7N3O overall, from OMol25.

As for the multiplicity: 1. For the total energy, the calculation gives -8704.7875 eV. Its charge is 0. As for the structure (SMILES): [H]/N=C/N.NC=O. As for the lowest unoccupied orbital energy: 0.9778 eV. The molecular weight is 89.10 g/mol. Its energy above the lowest of the compared OMol25 structures with the same formula, charge and spin is 34.4 kcal/mol. As for the highest occupied orbital energy: -0.3470 Ha.

Last column: Löwdin charge in e.
Positions of all 13 atoms, in Å:
H -0.48168 0.82975 2.85299  0.122
H 0.32785 0.22861 -3.05653  0.033
C 0.95075 -0.49663 -1.45952  -0.384
H -0.24551 -1.15680 -0.03269  0.061
C -0.83967 0.32873 1.93490  -0.400
H -0.36751 1.15454 0.09320  0.051
H 1.20027 -1.98791 -0.10809  0.093
H -1.29690 2.15609 1.16715  0.082
N -0.01513 -0.00073 -2.12712  0.055
O -1.00748 -0.85582 1.84217  0.018
H 1.98684 -0.35318 -1.77332  0.112
N 0.74929 -1.09426 -0.23467  0.058
N -0.96113 1.24760 0.90154  0.100

---

4.
The following is a quantum chemistry calculation of C19H14F5GaN4O5STe as an isolated structure, from OMol25.

As for the multiplicity: 1. For the total energy, the calculation gives -120209.9517 eV. Its charge is +2. As for the lowest unoccupied orbital energy: -7.3903 eV. The molecular weight is 702.72 g/mol. Its energy above the lowest of the compared OMol25 structures with the same formula, charge and spin is 0.0 kcal/mol. As for the highest occupied orbital energy: -0.5556 Ha.

Last column: Löwdin charge in e.
Positions of all 50 atoms, in Å:
F 1.28042 1.57118 1.07833  -0.308
H 4.18509 -2.36151 1.04989  0.122
C -2.53235 2.69599 -4.18534  0.027
C 2.35054 -2.88582 1.10254  -0.489
H -2.20015 0.26302 -3.39828  0.166
O 1.78948 -0.53502 -0.52962  -0.587
H -2.99238 1.97676 -4.85182  0.136
H -0.91590 5.29572 -1.78963  0.132
O -0.84783 0.51386 2.24099  0.105
H -1.58834 1.42448 4.27002  0.173
F 1.12636 2.50676 -1.72086  -0.256
H -3.30782 -3.76957 -1.89022  0.136
C -1.37830 4.57912 -2.45735  -0.034
O 3.59454 -3.04393 0.69415  0.173
F 5.25570 1.06902 -0.30357  -0.528
O -0.83775 0.83405 4.45392  0.222
H -0.73038 -2.78532 1.38308  0.121
F 4.16014 -0.93854 -1.47847  -0.409
H -2.91893 -1.51158 -2.78976  0.125
Te 3.43913 0.50493 -0.57979  1.973
H -2.23342 -4.41379 0.26730  0.137
C -2.08368 4.99624 -3.56641  -0.014
C 2.42382 -1.80479 4.73388  0.040
C -0.37432 0.31325 3.35427  -0.398
H 2.93306 -2.04956 5.65614  0.138
C -1.57534 -0.96595 -1.19102  -0.147
F 3.71285 -0.20276 1.15775  -0.415
C 1.37761 -0.88541 4.73110  0.071
C -2.06619 -3.44219 -0.17458  0.033
C -1.22905 -2.53134 0.46171  -0.045
N -1.77087 0.90553 -2.74675  0.203
H -3.19111 4.38807 -5.30057  0.134
Ga 0.51782 -0.07983 0.71346  0.185
C -1.32472 0.43861 -1.59369  -0.225
C -2.41848 -1.81074 -1.87921  0.044
O 1.41467 -3.43757 0.59533  0.148
C 2.78961 -2.41730 3.55007  0.066
H 1.04057 -0.40013 5.63521  0.142
S -0.23448 2.69632 -0.91951  1.257
N 1.14343 -1.18543 2.36627  0.152
N -0.97862 -1.32818 -0.03990  0.107
H -2.19238 6.05157 -3.77195  0.132
C 2.12117 -2.09005 2.37530  -0.138
H 3.57589 -3.15997 3.52809  0.147
C 0.77911 -0.61082 3.52335  -0.131
N -0.70312 1.17395 -0.68755  -0.148
C -1.24809 3.20909 -2.21637  -0.314
C -1.83498 2.26965 -3.06592  -0.181
C -2.64563 4.05398 -4.42829  0.003
C -2.65641 -3.08405 -1.36574  0.017

---

Repeat the fourth record exactly.
The following is a quantum chemistry calculation of C19H14F5GaN4O5STe as an isolated structure, from OMol25.

As for the multiplicity: 1. For the total energy, the calculation gives -120209.9517 eV. Its charge is +2. As for the lowest unoccupied orbital energy: -7.3903 eV. The molecular weight is 702.72 g/mol. Its energy above the lowest of the compared OMol25 structures with the same formula, charge and spin is 0.0 kcal/mol. As for the highest occupied orbital energy: -0.5556 Ha.

Last column: Löwdin charge in e.
Positions of all 50 atoms, in Å:
F 1.28042 1.57118 1.07833  -0.308
H 4.18509 -2.36151 1.04989  0.122
C -2.53235 2.69599 -4.18534  0.027
C 2.35054 -2.88582 1.10254  -0.489
H -2.20015 0.26302 -3.39828  0.166
O 1.78948 -0.53502 -0.52962  -0.587
H -2.99238 1.97676 -4.85182  0.136
H -0.91590 5.29572 -1.78963  0.132
O -0.84783 0.51386 2.24099  0.105
H -1.58834 1.42448 4.27002  0.173
F 1.12636 2.50676 -1.72086  -0.256
H -3.30782 -3.76957 -1.89022  0.136
C -1.37830 4.57912 -2.45735  -0.034
O 3.59454 -3.04393 0.69415  0.173
F 5.25570 1.06902 -0.30357  -0.528
O -0.83775 0.83405 4.45392  0.222
H -0.73038 -2.78532 1.38308  0.121
F 4.16014 -0.93854 -1.47847  -0.409
H -2.91893 -1.51158 -2.78976  0.125
Te 3.43913 0.50493 -0.57979  1.973
H -2.23342 -4.41379 0.26730  0.137
C -2.08368 4.99624 -3.56641  -0.014
C 2.42382 -1.80479 4.73388  0.040
C -0.37432 0.31325 3.35427  -0.398
H 2.93306 -2.04956 5.65614  0.138
C -1.57534 -0.96595 -1.19102  -0.147
F 3.71285 -0.20276 1.15775  -0.415
C 1.37761 -0.88541 4.73110  0.071
C -2.06619 -3.44219 -0.17458  0.033
C -1.22905 -2.53134 0.46171  -0.045
N -1.77087 0.90553 -2.74675  0.203
H -3.19111 4.38807 -5.30057  0.134
Ga 0.51782 -0.07983 0.71346  0.185
C -1.32472 0.43861 -1.59369  -0.225
C -2.41848 -1.81074 -1.87921  0.044
O 1.41467 -3.43757 0.59533  0.148
C 2.78961 -2.41730 3.55007  0.066
H 1.04057 -0.40013 5.63521  0.142
S -0.23448 2.69632 -0.91951  1.257
N 1.14343 -1.18543 2.36627  0.152
N -0.97862 -1.32818 -0.03990  0.107
H -2.19238 6.05157 -3.77195  0.132
C 2.12117 -2.09005 2.37530  -0.138
H 3.57589 -3.15997 3.52809  0.147
C 0.77911 -0.61082 3.52335  -0.131
N -0.70312 1.17395 -0.68755  -0.148
C -1.24809 3.20909 -2.21637  -0.314
C -1.83498 2.26965 -3.06592  -0.181
C -2.64563 4.05398 -4.42829  0.003
C -2.65641 -3.08405 -1.36574  0.017

---

Q: molecular weight of number 3 (C2H7N3O)?
A: 89.10 g/mol